C27H36N9O6S5Sc | ωB97M-V with the def2-TZVPD basis set

XYZ file:
```
84
Properties=species:S:1:pos:R:3
Sc -0.775 0.393 0.593
N 1.474 5.737 5.573
C 1.252 4.508 4.987
C 0.745 4.428 3.685
C 0.566 3.205 3.078
C 0.889 2.045 3.775
C 1.401 2.102 5.062
C 1.575 3.330 5.668
S 0.696 0.498 2.995
O 1.231 -0.537 3.836
O -0.750 0.339 2.659
N 1.266 0.541 1.499
C 2.605 0.735 1.254
N 2.978 0.500 -0.013
C 4.257 0.712 -0.291
C 5.176 1.134 0.656
C 4.684 1.311 1.936
N 3.410 1.115 2.248
H 1.005 6.531 5.173
H 1.565 5.763 6.574
H 0.492 5.332 3.144
H 0.175 3.171 2.069
H 1.662 1.185 5.572
H 1.972 3.387 6.675
H 4.556 0.528 -1.318
H 6.213 1.305 0.411
H 5.329 1.622 2.751
C -2.575 -5.936 -3.978
C -2.242 -4.492 -3.723
C -0.924 -4.054 -3.679
C -0.616 -2.724 -3.426
C -1.641 -1.814 -3.229
C -2.968 -2.230 -3.284
C -3.261 -3.560 -3.524
S -1.434 -0.112 -2.729
C 0.307 0.141 -3.050
O -1.564 -0.222 -1.215
H -1.673 -6.533 -4.105
H -3.183 -6.043 -4.877
H -3.144 -6.353 -3.146
H -0.121 -4.765 -3.830
H 0.419 -2.418 -3.372
H -3.763 -1.512 -3.121
H -4.294 -3.885 -3.558
H 0.887 -0.445 -2.338
H 0.488 1.199 -2.880
H 0.519 -0.130 -4.083
C -6.058 2.711 -0.528
C -5.492 1.414 -1.093
N -4.500 0.807 -0.215
C -4.571 -0.327 0.455
S -3.216 -1.034 1.206
N -5.748 -1.029 0.509
C -7.045 -0.448 0.859
C -8.161 -1.404 0.480
H -6.771 3.149 -1.226
H -5.250 3.427 -0.373
H -6.555 2.557 0.430
H -4.969 1.635 -2.023
H -6.267 0.680 -1.317
H -3.583 1.255 -0.209
H -5.585 -1.904 0.988
H -7.176 0.499 0.346
H -7.076 -0.239 1.934
H -8.146 -1.609 -0.591
H -9.130 -0.978 0.741
H -8.060 -2.353 1.010
O -1.960 2.024 0.611
S -1.172 2.834 -0.439
O -0.743 4.090 0.111
O -0.006 1.880 -0.634
S -2.235 3.018 -2.065
N 1.892 -4.149 2.626
C 0.946 -3.779 1.705
C 0.914 -2.454 1.237
N -0.027 -2.026 0.415
C -0.910 -2.943 -0.021
C -0.816 -4.257 0.379
N 0.093 -4.688 1.257
H 2.239 -3.418 3.226
H 1.736 -5.040 3.068
H 1.668 -1.754 1.560
H -1.695 -2.604 -0.677
H -1.513 -4.993 -0.002
```

As for the multiplicity: 1. The total charge is 0. Its HOMO-LUMO gap is 8.18 eV. Its energy relative to the best compared isomer or geometry (same formula, charge and spin) is 0.777 eV. The calculated total energy is -129162.323 eV.

=====

C7H11BN2O | ωB97M-V with the def2-TZVPD basis set

XYZ file:
```
22
Properties=species:S:1:pos:R:3
B -0.997 -0.034 0.658
C -1.084 1.331 1.353
C 2.346 0.741 0.434
C 1.565 -0.002 1.201
C 1.943 0.683 -1.007
C 0.955 -0.491 -1.049
C 0.482 -0.707 0.421
C -2.035 -0.361 -0.397
N -1.183 2.362 1.853
N -3.143 0.340 -0.678
O 0.407 -2.100 0.738
H 3.166 1.357 0.764
H 1.630 -0.117 2.269
H 1.449 1.616 -1.293
H 2.796 0.540 -1.676
H 0.127 -0.296 -1.728
H 1.460 -1.399 -1.392
H -1.967 -1.296 -0.943
H -1.962 -0.814 1.074
H -3.969 -0.100 -1.054
H -3.276 1.219 -0.200
H 1.291 -2.472 0.652
```

As for the multiplicity: 3. The total charge is 0. Its HOMO-LUMO gap (spin up / spin down) is 4.10 / 4.34 eV. The calculated total energy is -13134.810 eV.

=====

C5H12O | ωB97M-V with the def2-TZVPD basis set

XYZ file:
```
18
Properties=species:S:1:pos:R:3
C 1.966 -0.459 -0.965
C 0.820 -1.079 -0.208
C -0.466 -0.812 -0.456
C -1.630 -1.363 0.307
C -0.354 2.092 1.221
O -0.885 0.039 -1.440
H 2.119 -0.916 -1.953
H 2.902 -0.571 -0.413
H 1.825 0.622 -1.112
H 0.230 1.169 1.184
H 1.043 -1.781 0.590
H -1.296 -1.861 1.220
H -2.199 -2.075 -0.301
H -2.309 -0.548 0.578
H -0.551 2.369 2.259
H -1.298 1.930 0.696
H 0.199 2.894 0.725
H -0.115 0.351 -1.934
```

As for the multiplicity: 1. The total charge is 0. The SMILES is C/C=C(/C)O.C. Its HOMO-LUMO gap is 9.41 eV. Its energy relative to the best compared isomer or geometry (same formula, charge and spin) is 0.711 eV. The calculated total energy is -7426.600 eV.

=====

C4H11N3 | ωB97M-V with the def2-TZVPD basis set

XYZ file:
```
18
Properties=species:S:1:pos:R:3
C 1.169 0.384 -0.350
C -2.502 0.730 -0.286
C -0.582 -1.398 0.589
C -0.252 -0.031 0.056
N 2.100 -0.715 -0.399
N 1.665 1.352 0.598
N -1.072 0.777 -0.544
H 0.655 0.951 -1.311
H 3.064 -0.397 -0.374
H 1.846 0.890 1.487
H 2.549 1.726 0.278
H 1.985 -1.233 -1.266
H -3.016 0.279 -1.139
H -2.874 1.748 -0.137
H -2.802 0.198 0.621
H 0.074 -1.619 1.436
H -1.617 -1.491 0.920
H -0.390 -2.151 -0.179
```

As for the multiplicity: 1. The total charge is 0. The SMILES is C/N=C(\C)C(N)N. Its HOMO-LUMO gap is 9.96 eV. Its energy relative to the best compared isomer or geometry (same formula, charge and spin) is 2.492 eV. The calculated total energy is -8795.127 eV.

=====

C6H18NO | ωB97M-V with the def2-TZVPD basis set

XYZ file:
```
26
Properties=species:S:1:pos:R:3
C 2.786 -1.059 -0.859
C 1.510 -0.357 -0.198
C 0.176 -0.673 -0.884
C -1.068 -0.220 -0.047
C -0.805 0.012 1.421
C -1.643 1.052 -0.673
N 1.746 0.955 -0.065
H 3.460 -0.350 -1.341
H 2.418 -1.687 -1.680
H 3.381 -1.577 -0.106
H 1.537 -0.729 0.864
H 0.174 -0.132 -1.834
H 0.188 -1.759 -1.060
H -1.812 -0.977 -0.183
H -0.612 -0.886 2.025
H 0.007 0.743 1.559
H -1.685 0.464 1.884
H -2.582 1.346 -0.222
H -1.880 0.873 -1.721
H -0.909 1.851 -0.608
H 2.933 3.220 1.968
H 2.618 1.085 0.472
H 3.614 3.393 1.724
H -5.068 -0.968 -0.156
H -4.305 -2.284 -0.195
O -4.181 -1.337 -0.083
```

As for the multiplicity: 1. The total charge is +1. Its HOMO-LUMO gap is 5.86 eV. Its energy relative to the best compared isomer or geometry (same formula, charge and spin) is 6.151 eV. The calculated total energy is -10039.680 eV.

=====

C2H4ClN | ωB97M-V with the def2-TZVPD basis set

XYZ file:
```
8
Properties=species:S:1:pos:R:3
C 0.636 -0.529 0.282
C -0.530 0.087 -0.484
N 0.388 0.917 0.140
Cl -2.130 -0.065 -0.036
H 0.407 -0.982 1.247
H 1.566 -1.013 -0.064
H -0.555 0.136 -2.180
H 0.218 1.450 1.095
```

As for the multiplicity: 1. The total charge is 0. Its HOMO-LUMO gap is 9.80 eV. Its energy relative to the best compared isomer or geometry (same formula, charge and spin) is 3.778 eV. The calculated total energy is -16147.299 eV.

=====

C17H22N4O3S | ωB97M-V with the def2-TZVPD basis set

XYZ file:
```
47
Properties=species:S:1:pos:R:3
O -4.120 0.301 2.078
C -3.885 -0.102 0.953
N -4.893 -0.405 0.097
C -4.816 -0.814 -1.286
H -5.360 -1.760 -1.399
C -5.494 0.253 -2.161
O -6.828 0.462 -1.769
C -6.903 0.867 -0.418
H -6.391 1.832 -0.287
C -6.268 -0.173 0.507
H -6.823 -1.116 0.439
H -6.259 0.178 1.539
H -7.964 0.986 -0.196
H -4.926 1.195 -2.086
H -5.527 -0.068 -3.203
H -3.789 -0.960 -1.610
C -2.460 -0.339 0.474
C -1.486 0.474 1.347
N -0.094 0.252 1.025
C 0.252 -1.155 1.113
C -0.648 -2.058 0.261
C -2.114 -1.827 0.618
H -2.761 -2.438 -0.015
H -2.286 -2.121 1.656
H -0.379 -3.100 0.434
H -0.487 -1.847 -0.799
H 1.295 -1.273 0.813
H 0.158 -1.441 2.164
C 0.347 0.893 -0.202
C 1.822 1.079 -0.151
N 2.741 0.181 -0.323
C 3.902 0.881 -0.131
N 3.686 2.147 0.135
O 2.334 2.282 0.124
C 5.195 0.280 -0.218
C 6.415 0.882 -0.056
C 7.483 -0.019 -0.210
C 7.062 -1.285 -0.484
S 5.353 -1.409 -0.562
H 7.660 -2.159 -0.646
H 8.517 0.258 -0.121
H 6.516 1.928 0.163
H 0.107 0.323 -1.114
H -0.111 1.883 -0.265
H -1.708 1.540 1.263
H -1.637 0.188 2.391
H -2.345 -0.022 -0.566
```

As for the multiplicity: 1. The total charge is 0. The SMILES is O=C([C@@H]1CCCN(Cc2nc(-c3cccs3)no2)C1)N1CCOCC1. Its HOMO-LUMO gap is 9.18 eV. Its energy relative to the best compared isomer or geometry (same formula, charge and spin) is 3.057 eV. The calculated total energy is -40923.209 eV.

=====

C3H11NO4S | ωB97M-V with the def2-TZVPD basis set

XYZ file:
```
20
Properties=species:S:1:pos:R:3
C 0.413 0.952 0.228
C -0.422 2.125 -0.291
S -2.163 1.687 -0.580
N 0.576 -0.267 -0.528
C 1.540 -0.307 -1.445
O 1.609 -1.530 -2.033
O 2.452 0.494 -1.619
H 0.067 0.661 1.231
H 1.381 1.439 0.297
H -0.538 2.878 0.486
H 0.024 2.408 -1.248
H -2.299 2.021 -1.858
H -0.071 -1.039 -0.470
H 2.188 -1.544 -2.811
H -2.852 -1.390 0.684
H -1.882 -1.648 1.843
O -1.938 -1.261 0.954
H 0.494 -1.268 1.938
H 1.115 -2.291 2.861
O 0.307 -2.117 2.362
```

As for the multiplicity: 1. The total charge is 0. The SMILES is O=C(O)NCCS.O.O. Its HOMO-LUMO gap is 9.55 eV. Its energy relative to the best compared isomer or geometry (same formula, charge and spin) is 0.000 eV. The calculated total energy is -23805.318 eV.

=====

Question: Which formula does entry 5 have?
Answer: C6H18NO